{"formula": "C45H31N7O6P2ReSe2", "method": "the ωB97M-V functional and the def2-TZVPD basis", "symbols": ["Re", "C", "C", "N", "C", "C", "C", "C", "C", "C", "C", "C", "C", "N", "C", "H", "H", "H", "H", "H", "H", "H", "H", "Se", "P", "C", "C", "C", "C", "C", "C", "C", "C", "C", "C", "C", "C", "C", "C", "N", "N", "N", "P", "Se", "C", "C", "C", "C", "C", "C", "C", "C", "C", "C", "C", "C", "H", "H", "H", "H", "H", "H", "H", "H", "H", "H", "H", "H", "H", "H", "H", "H", "H", "H", "H", "H", "O", "C", "O", "C", "C", "C", "C", "C", "C", "N", "O", "O", "N", "O", "O", "H", "H", "H"], "coordinates": [[-0.025, -0.265, 0.136], [0.172, -0.228, 4.559], [-0.306, -0.285, 3.252], [0.490, -0.185, 2.194], [1.832, -0.009, 2.416], [2.397, 0.004, 3.687], [1.520, -0.101, 4.784], [3.823, 0.120, 3.808], [4.605, 0.240, 2.715], [4.030, 0.309, 1.404], [4.777, 0.494, 0.221], [4.131, 0.588, -0.989], [2.743, 0.509, -1.030], [2.000, 0.310, 0.068], [2.650, 0.201, 1.274], [-0.533, -0.288, 5.376], [-1.359, -0.409, 3.060], [1.912, -0.075, 5.795], [4.259, 0.098, 4.799], [5.683, 0.299, 2.814], [5.859, 0.567, 0.272], [4.673, 0.736, -1.913], [2.207, 0.624, -1.953], [-5.296, -4.842, -1.408], [-5.358, -2.760, -1.040], [-6.632, -2.326, 0.159], [-6.331, -1.785, 1.399], [-7.342, -1.508, 2.311], [-8.661, -1.780, 1.978], [-8.965, -2.343, 0.743], [-7.956, -2.624, -0.165], [-5.676, -1.824, -2.548], [-4.810, -2.053, -3.619], [-5.052, -1.444, -4.838], [-6.162, -0.619, -4.997], [-7.027, -0.404, -3.937], [-6.782, -0.996, -2.702], [-3.684, -2.204, -0.417], [-3.076, -1.050, 0.066], [-1.741, -1.341, 0.141], [-1.533, -2.612, -0.219], [-2.672, -3.137, -0.531], [-3.464, 0.645, 0.436], [-1.486, 1.708, 0.138], [-4.790, 1.333, -0.519], [-4.566, 1.714, -1.847], [-5.603, 2.284, -2.559], [-6.842, 2.474, -1.957], [-7.066, 2.069, -0.647], [-6.041, 1.495, 0.086], [-3.848, 0.815, 2.181], [-4.222, 2.080, 2.648], [-4.498, 2.262, 3.993], [-4.414, 1.187, 4.871], [-4.029, -0.067, 4.410], [-3.728, -0.252, 3.068], [-5.304, -1.599, 1.654], [-7.099, -1.092, 3.284], [-9.454, -1.568, 2.686], [-9.993, -2.575, 0.494], [-8.189, -3.089, -1.116], [-3.979, -2.740, -3.497], [-4.399, -1.633, -5.681], [-6.350, -0.152, -5.958], [-7.909, 0.213, -4.072], [-7.466, -0.831, -1.881], [-3.593, 1.571, -2.302], [-5.447, 2.587, -3.586], [-7.644, 2.942, -2.516], [-8.036, 2.210, -0.188], [-6.213, 1.193, 1.110], [-4.299, 2.915, 1.958], [-4.783, 3.243, 4.356], [-4.648, 1.328, 5.920], [-3.969, -0.906, 5.095], [-3.413, -1.228, 2.718], [-1.979, -0.055, -2.657], [-0.809, -0.254, -2.850], [0.112, -0.436, -1.885], [-0.256, -0.335, -4.240], [1.096, -0.152, -4.466], [1.580, -0.130, -5.750], [0.763, -0.316, -6.842], [-0.579, -0.523, -6.595], [-1.112, -0.523, -5.320], [-1.477, -0.730, -7.759], [-0.983, -0.626, -8.861], [-2.643, -0.983, -7.521], [3.029, 0.123, -5.945], [3.704, 0.277, -4.934], [3.442, 0.163, -7.078], [1.789, -0.024, -3.661], [1.153, -0.296, -7.848], [-2.174, -0.657, -5.165]], "de_lowest_kj_mol": 47.3, "total_energy_ha": -8131.393235, "fmax_ha_per_bohr": 0.04089, "lumo_energy_ha": [-0.2846, -0.2991], "homo_lumo_gap_ev": [3.739, 3.328], "multiplicity": 4, "total_charge": 2, "s2": 3.787}